Below is a single C10H10N2 molecule in a non-equilibrium geometry, with properties calculated with ωB97M-V/def2-TZVPD.

- Charge: 0
- Calculated total energy: -496.47827 a.u.
- LUMO level: 0.77 eV
- Energy above the lowest of the compared OMol25 structures with the same formula, charge and spin: 74.6 kcal/mol
- HOMO energy: -8.23 eV
- Structure (SMILES): Cn1ccnc1-c1ccccc1

Atoms and positions in Å:
1 C 1.72386 1.84490 0.35161
2 C 3.01585 -0.16511 -0.08204
3 C 2.88657 -1.56554 -0.24851
4 C 0.91195 -0.56463 -0.10455
5 C -0.57430 -0.34837 -0.06241
6 C -1.22721 0.82961 -0.42515
7 C -2.65165 0.89956 -0.32774
8 C -3.32380 -0.16093 -0.00374
9 C -2.68687 -1.37785 0.23433
10 C -1.31847 -1.44151 0.24152
11 H 1.60735 2.46058 -0.60779
12 H 2.53311 2.27742 0.80905
13 H 0.95734 1.90785 1.21120
14 H 4.02310 0.33686 0.03037
15 H 3.61467 -2.32063 -0.46594
16 H -0.95811 1.64671 -0.78538
17 H -3.04110 1.89606 -0.71666
18 H -4.43722 -0.03248 0.05969
19 H -3.39618 -2.33882 0.42592
20 H -0.93598 -2.49435 0.64969
21 N 1.83724 0.41937 0.07617
22 N 1.43984 -1.70870 -0.25966

***

Below is a molecular structure, C19H38BClFO3Tl in a non-equilibrium geometry, with properties calculated with ωB97M-V/def2-TZVPD.

- Charge: +2
- Calculated total energy: -1729.16902 a.u.
- LUMO level: -11.11 eV
- HOMO energy: -16.01 eV

Atoms and positions in Å:
1 C 0.22126 -3.71029 -0.47675
2 C 1.30855 -4.04260 0.54001
3 C 1.54702 -2.92697 1.54553
4 C 1.82312 -1.58075 0.89752
5 C 3.25032 -1.48065 0.36873
6 C 3.32874 -0.25249 -0.55159
7 C 3.09954 -0.61648 -2.05579
8 C 2.39505 0.47461 -2.96702
9 C 0.97707 0.68393 -2.39550
10 C -0.02654 1.17463 -3.42547
11 C -1.49391 0.76449 -3.16513
12 C -1.91189 0.50370 -1.72930
13 C -2.08429 1.78985 -0.87152
14 C -0.99010 1.92981 0.15753
15 B -1.60400 2.75327 1.60498
16 Cl -2.39239 4.28295 0.98769
17 C -0.26557 3.23419 2.52381
18 C 0.86791 2.27478 2.60476
19 O 1.29511 1.82475 3.66099
20 F 1.45764 1.94224 1.42614
21 O -2.55446 2.03983 2.29006
22 C -2.19440 0.81946 2.87748
23 C -3.30093 -0.28681 2.65270
24 C -4.14356 -0.07079 1.42000
25 O -2.70274 -1.53049 2.68011
26 H -0.60025 -3.16487 -0.01919
27 H -0.19717 -4.62046 -0.87474
28 H 0.60014 -3.10004 -1.28880
29 H 2.21525 -4.27536 -0.00387
30 H 1.00095 -4.92762 1.07897
31 H 2.42982 -3.17768 2.12588
32 H 0.71932 -2.87446 2.24247
33 H 1.11474 -1.35947 0.10037
34 H 1.70543 -0.82267 1.66750
35 H 3.53078 -2.35755 -0.19606
36 H 3.89889 -1.31469 1.21278
37 H 2.56642 0.43220 -0.18852
38 H 4.30312 0.24947 -0.38185
39 H 2.42646 -1.45774 -2.08768
40 H 4.04039 -0.90430 -2.50747
41 H 2.94871 1.42357 -3.06387
42 H 2.27499 0.02619 -3.94085
43 H 0.69812 -0.26580 -1.96783
44 H 1.05878 1.40250 -1.58386
45 H 0.25418 0.73437 -4.37228
46 H 0.04165 2.24409 -3.57901
47 H -2.17016 1.49768 -3.58044
48 H -1.67473 -0.14771 -3.71915
49 H -1.27199 -0.20800 -1.21688
50 H -2.89041 0.04417 -1.75847
51 H -2.00666 2.65331 -1.51869
52 H -3.07649 1.79017 -0.45598
53 H -0.24917 2.61860 -0.21441
54 H -0.50411 1.00575 0.45382
55 H -0.62649 3.50673 3.50080
56 H 0.08659 4.14494 2.05919
57 H -2.16851 0.97323 3.95559
58 H -1.22082 0.44956 2.57170
59 H -3.94139 -0.25655 3.52083
60 H -3.59846 -0.34456 0.52154
61 H -4.97761 -0.75408 1.48490
62 H -4.56393 0.92224 1.35479
63 H -2.39655 -1.77055 1.80126
64 Tl 4.31358 1.99127 -1.73246

***

Below is 2 unconnected molecules or ions with the total composition C2H8S in a non-equilibrium geometry, with properties calculated with ωB97M-V/def2-TZVPD.

- Charge: 0
- Calculated total energy: -479.15939 a.u.
- LUMO level: 0.94 eV
- Energy above the lowest of the compared OMol25 structures with the same formula, charge and spin: 3.9 kcal/mol
- HOMO energy: -9.10 eV
- Structure (SMILES): CS.C

Atoms and positions in Å:
1 C -2.10385 0.22873 -0.51060
2 H -2.21825 0.16457 0.56545
3 H -2.59004 1.14570 -0.88382
4 H -1.07201 0.32326 -0.83387
5 H -2.56845 -0.59777 -1.03180
6 C 1.66389 0.10294 0.79437
7 S 1.28568 -1.13388 -0.50602
8 H 0.76341 0.71895 0.86872
9 H 2.49997 0.69533 0.45395
10 H 1.74585 -0.34521 1.77816
11 H 2.59381 -1.30262 -0.69454

***

Below is a gas-phase ion, C4H5O3P (charge -2) in a non-equilibrium geometry, with properties calculated with ωB97M-V/def2-TZVPD.

- Charge: -2
- Calculated total energy: -722.47011 a.u.
- LUMO level: 6.59 eV
- Energy above the lowest of the compared OMol25 structures with the same formula, charge and spin: 0.8 kcal/mol
- HOMO energy: 0.69 eV
- Structure (SMILES): C=CC(=C)P(=O)([O-])[O-]

Atoms and positions in Å:
1 C -1.86133 -1.09992 -0.40823
2 C -0.47063 1.54656 0.38212
3 C -0.52712 -0.97917 -0.05411
4 C 0.05088 0.35743 -0.01434
5 O 2.78037 1.35111 -0.38883
6 O 1.86356 -0.24953 1.37215
7 O 2.23979 -0.96044 -1.12988
8 P 1.95173 0.13966 -0.12159
9 H -2.32934 -2.08985 -0.38056
10 H -2.32365 -0.31066 -1.00863
11 H -0.02223 2.52125 0.30849
12 H -1.35671 1.56272 1.00956
13 H 0.00467 -1.78915 0.43385

***

Below is 2 unconnected molecules or ions with the total composition C4H13N4OS in a non-equilibrium geometry, with properties calculated with ωB97M-V/def2-TZVPD.

- Charge: +1
- Calculated total energy: -852.29500 a.u.
- LUMO level: -3.00 eV
- Energy above the lowest of the compared OMol25 structures with the same formula, charge and spin: 32.5 kcal/mol
- HOMO energy: -11.92 eV

Atoms and positions in Å:
1 C 2.03540 2.58386 2.19931
2 C -2.00787 -1.25782 -3.54218
3 C -1.29435 -1.60941 0.25055
4 C -1.96836 -1.05287 -1.01697
5 N 3.07160 3.27111 2.54294
6 N 0.95470 -1.23527 0.42958
7 N -0.14446 -0.81024 0.70072
8 N 2.02987 1.45886 1.61695
9 O -0.28813 0.22036 1.38001
10 S -0.68794 -1.09066 -2.31366
11 H 1.05335 2.76513 2.46387
12 H -2.39095 -0.31614 -3.61301
13 H -2.75074 -2.00505 -3.27693
14 H -1.59691 -1.75419 -4.51735
15 H -0.92540 -2.70016 -0.11817
16 H -2.02870 -1.53057 1.05717
17 H -2.76985 -1.73795 -1.10339
18 H -2.32340 -0.09929 -0.79773
19 H 2.93550 4.25444 2.78139
20 H 3.94370 2.87364 2.22560
21 H 1.22133 -2.02208 -0.09211
22 H 1.08350 0.85664 1.43589
23 H 2.84810 0.93765 1.30755

***

Below is 2 unconnected molecules or ions with the total composition C3H8NO in a non-equilibrium geometry, with properties calculated with ωB97M-V/def2-TZVPD.

- Charge: +1
- Spin multiplicity: 3
- Calculated total energy: -248.63036 a.u.
- LUMO level (spin up / spin down): -5.65 / -5.99 eV
- Energy above the lowest of the compared OMol25 structures with the same formula, charge and spin: 11.5 kcal/mol
- HOMO energy (spin up / spin down): -9.28 / -16.20 eV

Atoms and positions in Å:
1 C 1.66132 -0.58128 -0.04226
2 C 2.85353 0.34623 0.04645
3 C -3.02154 -0.31075 0.49685
4 N -2.49056 0.49798 -0.31268
5 O 0.57966 -0.35617 -0.46020
6 H 2.13302 -1.65782 0.04562
7 H 3.34964 0.27087 1.01082
8 H 3.40602 0.02460 -0.94501
9 H 2.43673 1.38524 -0.01234
10 H -2.32710 -0.81693 1.14043
11 H -2.98132 0.97157 -1.17912
12 H -4.12836 -0.20472 0.72604
13 H -1.47104 0.43119 -0.51458